[1]
Below is a structure of composition C29H20N6O2S5Sr, with properties calculated with the ωB97M-V functional and the def2-TZVPD basis.

```
63
Properties=species:S:1:pos:R:3:forces:R:3
Sr -0.168 -0.001 -1.717 0.1 0.0 0.0
N 0.588 2.498 2.314 0.1 0.1 0.0
C 0.423 2.151 0.933 0.0 -0.1 0.0
N 0.940 0.903 0.554 0.1 0.1 0.1
C 1.223 -0.017 1.455 0.0 0.0 0.0
N 1.769 -1.199 1.148 0.0 0.0 0.0
N 1.854 -1.312 -0.198 -0.1 -0.1 -0.1
C 2.664 -2.163 -0.689 0.0 0.0 0.0
C 2.852 -2.217 -2.143 0.0 0.0 0.0
C 3.640 -3.221 -2.708 0.0 0.0 0.0
C 3.839 -3.232 -4.076 0.0 0.0 0.0
C 3.246 -2.246 -4.846 0.0 0.0 0.0
C 2.471 -1.292 -4.202 0.0 0.0 0.0
N 2.284 -1.259 -2.888 0.0 0.0 0.0
C 0.950 0.218 2.891 0.0 0.0 0.0
C 0.995 -0.792 3.842 0.0 0.0 0.0
C 0.706 -0.530 5.173 0.0 0.0 0.0
C 0.367 0.765 5.552 0.0 0.0 0.0
C 0.308 1.783 4.618 0.0 0.0 0.0
C 0.595 1.516 3.276 0.0 -0.1 0.0
H 0.270 3.416 2.579 0.0 0.0 0.0
H 0.840 2.937 0.315 0.0 0.0 0.0
H 3.272 -2.811 -0.053 0.0 0.0 0.0
H 4.073 -3.982 -2.071 0.0 0.0 0.0
H 4.437 -4.010 -4.536 0.0 0.0 0.0
H 3.353 -2.221 -5.922 0.0 0.0 0.0
H 1.956 -0.528 -4.772 0.0 0.0 0.0
H 1.260 -1.785 3.503 0.0 0.0 0.0
H 0.734 -1.326 5.906 0.0 0.0 0.0
H 0.134 0.982 6.588 0.0 0.0 0.0
H 0.030 2.789 4.913 0.0 0.0 0.0
O -2.906 3.228 0.415 0.0 0.0 0.0
C -1.711 3.203 0.263 0.1 0.1 0.1
O -1.032 2.092 0.617 0.0 -0.1 0.0
C -0.945 4.403 -0.209 0.0 0.0 0.0
C -1.222 5.578 0.491 0.0 0.0 0.0
C -0.611 6.775 0.170 0.0 0.0 0.0
C 0.279 6.790 -0.903 0.0 0.0 0.0
C 0.535 5.642 -1.620 0.0 0.0 0.0
C -0.061 4.397 -1.313 0.0 0.0 0.0
S 0.315 3.025 -2.308 0.0 0.0 0.0
H -1.948 5.529 1.295 0.0 0.0 0.0
H -0.830 7.676 0.729 0.0 0.0 0.0
H 0.773 7.714 -1.185 0.0 0.0 0.0
H 1.215 5.663 -2.462 0.0 0.0 0.0
S -3.420 -2.868 -4.424 0.1 0.0 0.0
C -2.356 -1.736 -3.764 0.0 -0.1 0.0
S -2.903 -0.335 -2.922 0.0 0.0 0.0
S -0.625 -1.983 -3.875 0.0 0.0 0.0
S -2.748 -1.889 2.452 0.1 0.0 0.0
C -1.883 -0.915 1.303 -0.1 0.0 0.0
N -1.577 -1.478 0.190 0.1 0.0 0.0
C -2.045 -2.790 0.155 0.0 0.0 0.0
C -1.927 -3.659 -0.929 0.0 0.0 0.0
C -2.463 -4.924 -0.814 0.0 0.0 0.0
C -3.104 -5.336 0.361 0.0 0.0 0.0
C -3.233 -4.483 1.439 0.0 0.0 0.0
C -2.702 -3.200 1.321 -0.1 -0.1 0.0
H -1.653 0.116 1.529 0.0 0.0 0.0
H -1.443 -3.331 -1.844 0.0 0.0 0.0
H -2.405 -5.593 -1.662 0.0 0.0 0.0
H -3.522 -6.334 0.420 0.0 0.0 0.0
H -3.746 -4.795 2.341 0.0 0.0 0.0
```
Forces are in eV/Å.

## Properties
E_HOMO	-0.984	eV
frontier orbital gap	5.0	eV
total energy	-98451.36265	eV
energy relative to the best compared isomer or geometry (same formula, charge and spin)	0.7	kJ/mol
total charge	-2
LUMO energy	4.061	eV

[2]
Below is a cluster of 3 separate species, C3H12O2S2 in total at a distorted geometry, with properties calculated with the ωB97M-V functional and the def2-TZVPD basis.

```
19
Properties=species:S:1:pos:R:3:forces:R:3
C -2.703 -1.031 3.027 0.1 0.7 0.5
C -2.183 -0.395 1.732 -0.6 -0.8 -0.7
S -0.491 -0.931 1.496 1.0 0.0 -0.3
S -0.197 -0.781 -0.531 -0.4 -0.1 -0.3
C 0.752 0.785 -0.721 -0.5 -1.0 1.5
H -3.457 -1.785 2.827 0.0 -0.1 0.0
H -3.135 -0.288 3.700 -0.1 0.0 -0.1
H -1.895 -1.489 3.601 0.0 -0.1 -0.1
H -2.686 -0.883 0.896 -0.2 0.4 0.0
H -2.280 0.679 1.610 -0.1 0.1 0.4
H 1.615 0.499 -0.130 0.6 0.7 -0.4
H 0.928 1.012 -1.763 0.1 0.0 -0.1
H 0.204 1.541 -0.167 0.1 0.3 -0.4
O 4.908 0.506 0.251 -0.8 -0.5 -0.5
H 4.221 0.186 -0.375 0.7 0.4 0.6
H 4.881 -0.148 0.962 0.1 0.1 -0.1
O 0.755 0.910 -5.179 0.2 0.4 0.8
H 0.927 0.457 -5.987 0.3 -0.5 -0.9
H -0.162 1.157 -5.248 -0.5 0.2 0.1
```
Forces are in eV/Å.

## Properties
E_HOMO	-8.732	eV
frontier orbital gap	9.3	eV
total energy	-29070.77620	eV
energy relative to the best compared isomer or geometry (same formula, charge and spin)	86.3	kJ/mol
total charge	0
SMILES	CCSSC.O.O
LUMO energy	0.563	eV

[3]
Below is a cluster of 2 separate species, C4H12S2 in total at a distorted geometry, with properties calculated with the ωB97M-V functional and the def2-TZVPD basis.

```
18
Properties=species:S:1:pos:R:3:forces:R:3
C 1.213 0.285 2.343 -0.8 1.4 -2.1
C 0.010 -0.621 1.875 1.4 0.1 2.4
S 0.447 -2.286 1.326 -0.4 -0.2 0.2
H 0.830 1.366 2.380 0.3 -1.5 1.3
H 1.843 -0.111 3.154 -0.8 0.4 0.0
H 1.888 0.506 1.506 0.3 -0.8 -0.2
H -0.584 -0.174 1.118 -0.5 0.8 -0.5
H -0.586 -0.744 2.800 -0.1 -0.1 -0.7
H 1.630 -1.957 0.855 0.7 0.1 -0.3
C -1.417 -0.331 -1.758 1.4 -2.2 -0.8
C -0.177 0.471 -2.315 -1.0 0.3 -3.0
S -0.664 2.278 -2.261 0.9 -1.4 1.1
H -1.199 -0.733 -0.758 0.3 0.3 -0.3
H -2.187 0.379 -1.612 -1.6 0.2 -0.2
H -1.672 -1.300 -2.388 0.3 2.5 0.9
H 0.063 0.405 -3.434 -0.8 -0.6 1.5
H 0.753 0.289 -1.843 0.8 0.2 0.9
H -0.191 2.276 -0.989 -0.3 0.8 -0.1
```
Forces are in eV/Å.

## Properties
multiplicity	2
E_HOMO (alpha / beta)	-12.405 / -12.064	eV
frontier orbital gap (alpha / beta)	8.0 / 2.8	eV
total energy	-26002.58797	eV
energy relative to the best compared isomer or geometry (same formula, charge and spin)	167.8	kJ/mol
total charge	+1
LUMO energy (alpha / beta)	-4.426 / -9.298	eV
expectation value of S²	0.754

[4]
Below is the molecule C2H3FS at a distorted geometry, with properties calculated with the ωB97M-V functional and the def2-TZVPD basis.

```
7
Properties=species:S:1:pos:R:3:forces:R:3
C 0.216 -0.145 -0.111 -1.4 0.4 -3.3
C 1.269 -0.678 -1.034 0.7 -4.3 0.3
F 1.237 -0.249 -2.296 0.2 0.2 0.8
S 2.117 -2.152 -0.644 -1.5 3.8 -1.0
H -0.578 -0.866 -0.087 -0.1 -1.0 0.4
H -0.405 0.697 -0.431 0.9 0.5 -0.4
H 0.599 0.024 0.806 1.1 0.4 3.1
```
Forces are in eV/Å.

## Properties
E_HOMO	-9.220	eV
frontier orbital gap	8.7	eV
total energy	-15674.07704	eV
energy relative to the best compared isomer or geometry (same formula, charge and spin)	42.7	kJ/mol
total charge	0
SMILES	CC(F)=S
LUMO energy	-0.538	eV